Entry 1:
103
Properties=species:S:1:pos:R:3:lowdin_charge:R:1 method="wB97M-V/def2-TZVPD" gap_ev=6.657 e_above_lowest_kj_mol=73.2 multiplicity=1 lumo_ha=-0.20456 total_charge=+2
Sc 0.32 -0.87 -0.96 1.114
O -1.48 -0.54 -3.46 -0.266
S -2.09 -0.77 -2.17 0.647
O -1.74 0.30 -1.20 -0.341
N -1.33 -2.05 -1.56 -0.190
C -1.75 -2.99 -0.60 -0.252
C -3.02 -3.44 -0.34 0.017
C -3.23 -4.52 0.55 -0.033
C -2.19 -5.16 1.16 -0.012
C -0.87 -4.68 0.95 -0.142
C 0.27 -5.27 1.54 0.034
C 1.50 -4.71 1.34 -0.025
C 1.59 -3.52 0.60 -0.114
N 0.56 -2.96 0.00 0.050
C -0.67 -3.56 0.13 -0.160
C -3.79 -1.01 -2.34 -0.323
C -4.67 -0.33 -1.51 -0.046
C -6.03 -0.57 -1.66 -0.042
C -6.47 -1.48 -2.60 -0.033
C -5.57 -2.15 -3.43 -0.036
C -4.21 -1.92 -3.30 -0.045
H -3.88 -3.02 -0.84 0.105
H -4.24 -4.86 0.72 0.121
H -2.35 -6.02 1.80 0.126
H 0.16 -6.16 2.14 0.137
H 2.40 -5.14 1.77 0.120
H 2.54 -3.01 0.52 0.111
H -4.30 0.38 -0.78 0.114
H -6.74 -0.04 -1.04 0.119
H -7.53 -1.67 -2.71 0.121
H -5.93 -2.85 -4.17 0.122
H -3.50 -2.42 -3.94 0.131
C 3.20 -2.42 -2.17 -0.008
O 2.46 -1.20 -1.90 -0.171
C 2.99 -0.04 -2.47 -0.196
C 4.33 0.13 -2.75 -0.042
C 4.71 1.33 -3.35 -0.656
Br 6.52 1.60 -3.76 0.831
C 3.79 2.32 -3.65 -0.035
C 2.44 2.15 -3.33 -0.048
C 2.08 0.95 -2.75 -0.147
O 0.76 0.65 -2.39 -0.061
C 1.48 3.21 -3.67 -0.271
N 1.71 4.08 -4.60 0.196
C 0.60 4.91 -4.61 -0.213
C 0.31 6.01 -5.41 0.000
C -0.88 6.67 -5.19 -0.072
C -1.78 6.24 -4.20 -0.076
C -1.52 5.15 -3.40 -0.021
C -0.32 4.49 -3.64 -0.187
N 0.26 3.38 -3.05 0.166
H 3.53 -2.41 -3.20 0.120
H 2.51 -3.24 -2.01 0.093
H 4.05 -2.50 -1.49 0.107
H 5.07 -0.62 -2.53 0.116
H 4.09 3.25 -4.12 0.123
H 0.12 0.71 -3.13 0.125
H 1.01 6.34 -6.17 0.119
H -1.13 7.54 -5.79 0.109
H -2.70 6.79 -4.06 0.108
H -2.22 4.82 -2.64 0.107
H -0.06 2.91 -2.22 0.148
O 0.84 0.10 0.63 -0.321
P 0.65 0.29 2.16 0.622
N -0.91 0.30 2.56 -0.173
C -1.62 1.34 3.34 -0.153
C -2.80 0.57 3.91 -0.150
C -3.18 -0.38 2.78 -0.138
C -1.84 -0.77 2.15 -0.166
N 1.36 -0.94 2.95 -0.173
C 2.84 -1.05 2.95 -0.167
C 3.12 -2.26 3.85 -0.144
C 1.91 -2.30 4.78 -0.143
C 0.75 -1.90 3.88 -0.173
N 1.37 1.71 2.49 -0.172
C 2.20 2.44 1.50 -0.163
C 2.94 3.48 2.35 -0.150
C 3.06 2.82 3.72 -0.155
C 1.72 2.12 3.87 -0.180
H -1.96 2.15 2.68 0.128
H -0.99 1.77 4.11 0.103
H -3.62 1.23 4.21 0.123
H -2.49 0.01 4.80 0.118
H -3.80 0.13 2.05 0.111
H -3.73 -1.26 3.13 0.119
H -1.92 -0.81 1.06 0.080
H -1.49 -1.75 2.51 0.104
H 3.28 -0.14 3.36 0.104
H 3.23 -1.18 1.94 0.108
H 4.06 -2.15 4.38 0.122
H 3.18 -3.17 3.26 0.096
H 2.03 -1.58 5.59 0.120
H 1.76 -3.29 5.23 0.121
H -0.06 -1.43 4.44 0.116
H 0.35 -2.76 3.35 0.101
H 1.57 2.90 0.74 0.115
H 2.90 1.76 1.00 0.112
H 2.35 4.39 2.42 0.122
H 3.90 3.73 1.91 0.121
H 3.24 3.53 4.52 0.123
H 3.88 2.09 3.72 0.109
H 0.97 2.81 4.25 0.114
H 1.75 1.25 4.54 0.114

***

Entry 2:
15
Properties=species:S:1:pos:R:3:lowdin_spin:R:1 method="wB97M-V/def2-TZVPD" gap_ev="5.771 / 7.496" e_above_lowest_kj_mol=331.4 multiplicity=3 lumo_ha="0.03949 / -0.06258" s2=2.01 total_charge=0
C 2.29 0.94 -0.09 0.796
C 1.22 0.18 0.04 0.734
C 1.01 -1.30 -0.01 0.096
C -2.30 0.13 -0.24 0.003
N -1.26 0.35 0.75 0.009
O -0.10 1.01 0.21 0.170
H 2.18 1.95 -0.11 0.061
H 3.16 0.37 -0.27 0.060
H 1.64 -1.67 0.82 0.032
H -0.02 -1.44 0.13 -0.002
H 1.50 -1.53 -1.02 0.039
H -3.24 0.31 0.27 0.000
H -2.12 0.68 -1.29 0.000
H -2.20 -0.94 -0.58 0.000
H -1.75 0.95 1.38 0.002

***

Entry 3:
85
Properties=species:S:1:pos:R:3:lowdin_charge:R:1 method="wB97M-V/def2-TZVPD" gap_ev="2.319 / 2.181" multiplicity=1 lumo_ha="-0.42696 / -0.43203" total_charge=+3
Os -1.38 -1.66 -0.64 1.296
C 1.19 -3.82 -1.09 -0.148
N 2.45 -4.12 -1.72 -0.066
C 3.44 -3.11 -1.38 -0.121
N 2.98 -1.80 -1.84 -0.057
C 1.72 -1.49 -1.22 -0.222
N 0.68 -2.49 -1.55 -0.133
C 0.57 -2.57 -3.04 -0.159
N 1.84 -2.88 -3.64 -0.069
C 2.30 -4.18 -3.17 -0.118
C 2.82 -1.85 -3.29 -0.123
H 1.33 -3.78 -0.01 0.140
H 0.45 -4.59 -1.33 0.140
H 4.39 -3.35 -1.84 0.151
H 3.58 -3.08 -0.29 0.143
H 1.39 -0.50 -1.56 0.106
H 1.85 -1.47 -0.13 0.070
H 0.22 -1.61 -3.42 0.126
H -0.15 -3.35 -3.30 0.142
H 3.26 -4.42 -3.63 0.151
H 1.58 -4.95 -3.45 0.145
H 2.47 -0.88 -3.66 0.136
H 3.78 -2.09 -3.76 0.152
C -4.29 -2.93 -1.50 0.021
C -2.92 -2.85 -0.98 -0.421
O -2.20 -3.69 -0.47 -0.017
H -4.41 -2.37 -2.42 0.113
H -4.97 -2.48 -0.77 0.124
H -4.57 -3.98 -1.64 0.124
C -3.61 -0.49 5.31 -0.052
C -2.14 -0.91 5.33 -0.188
N -1.53 -0.88 4.01 0.046
C -1.48 -1.75 3.01 -0.679
S -0.54 -1.16 1.64 0.747
N -2.01 -2.95 2.93 0.038
C -2.55 -3.77 4.02 -0.192
C -1.42 -4.38 4.85 -0.050
H -4.04 -0.61 6.30 0.099
H -4.19 -1.09 4.61 0.072
H -3.71 0.55 5.03 0.085
H -2.03 -1.90 5.78 0.103
H -1.58 -0.21 5.95 0.140
H -1.07 0.00 3.80 0.130
H -1.79 -3.48 2.09 0.116
H -3.13 -4.57 3.56 0.136
H -3.21 -3.18 4.64 0.104
H -0.82 -5.05 4.25 0.088
H -1.84 -4.95 5.67 0.099
H -0.76 -3.61 5.26 0.076
Cl 3.41 0.27 1.25 0.751
C 2.44 1.40 0.39 -0.673
C 1.38 2.03 1.03 -0.107
C 0.61 2.94 0.33 -0.024
C 0.84 3.22 -1.01 -0.197
C -0.07 4.20 -1.73 -0.286
C -0.99 3.47 -2.74 -0.034
N -1.61 2.32 -2.12 -0.024
C -2.64 2.34 -1.24 0.016
C -2.76 1.08 -0.73 -0.102
N -1.78 0.29 -1.29 -0.132
C -1.11 1.08 -2.13 -0.104
O 0.63 5.18 -2.46 -0.121
C 0.97 6.33 -1.72 -0.136
C 1.97 6.04 -0.64 -0.327
C 3.28 5.62 -0.91 -0.967
Cl 3.97 5.46 -2.43 0.726
S 4.20 5.34 0.54 1.036
C 2.85 5.77 1.49 -0.408
C 1.75 6.11 0.74 -0.153
C 1.90 2.56 -1.64 -0.583
Cl 2.23 2.82 -3.32 0.788
C 2.71 1.68 -0.95 -0.130
H 1.17 1.80 2.06 0.101
H -0.19 3.44 0.85 0.126
H -0.71 4.69 -0.97 0.157
H -0.39 3.16 -3.59 0.116
H -1.75 4.17 -3.09 0.158
H -3.23 3.22 -1.05 0.154
H -3.46 0.70 -0.02 0.116
H -0.30 0.78 -2.76 0.138
H 0.07 6.78 -1.27 0.138
H 1.39 7.02 -2.45 0.142
H 2.93 5.77 2.56 0.069
H 0.82 6.43 1.18 0.116
H 3.54 1.21 -1.44 0.115

***

Entry 4:
15
Properties=species:S:1:pos:R:3:lowdin_charge:R:1 method="wB97M-V/def2-TZVPD" gap_ev="8.696 / 8.697" e_above_lowest_kj_mol=506.1 multiplicity=1 lumo_ha="-0.16435 / -0.16433" total_charge=+1
C -2.58 0.53 0.18 0.102
C -0.10 0.20 0.21 -0.121
C 0.31 -1.08 0.77 -0.067
C 2.02 0.71 -0.61 -0.027
N 0.57 0.91 -0.58 0.005
N -3.15 -0.53 0.17 0.169
H -2.79 1.54 0.21 0.073
H -0.19 -1.78 0.01 0.127
H -0.13 -1.52 1.70 0.113
H 1.39 -1.26 0.68 0.076
H 2.33 0.70 0.42 0.095
H 2.28 -0.28 -1.08 0.128
H 2.40 1.66 -1.01 0.111
H 0.37 1.64 -1.11 0.101
H -2.72 -1.45 0.04 0.114

***

Entry 5:
100
Properties=species:S:1:pos:R:3:lowdin_charge:R:1 method="wB97M-V/def2-TZVPD" gap_ev=8.681 smiles="CN(C)C=O.CN(C)C=O.CN(C)C=O.CN(C)C=O.CC(C)=O.CC#N.CC#N.CC#N.CC#N.CC#N.CC#N.CC#N" multiplicity=1 lumo_ha=0.00583 total_charge=0
C -0.85 1.86 -3.31 -0.066
N -1.32 2.85 -2.39 -0.187
C -0.49 3.38 -1.35 -0.033
C -2.52 3.41 -2.71 -0.321
O -2.96 4.32 -2.02 -0.014
H -0.42 1.10 -2.65 0.068
H -0.03 2.25 -3.91 0.089
H -1.53 1.39 -4.03 0.085
H -0.27 2.64 -0.57 0.052
H 0.52 3.59 -1.71 0.102
H -0.93 4.17 -0.74 0.097
H -3.01 3.01 -3.61 0.137
C -3.15 -1.06 -6.09 -0.083
N -1.95 -1.24 -5.36 -0.198
C -0.70 -1.04 -6.10 -0.027
C -2.01 -1.62 -4.07 -0.302
O -1.01 -1.70 -3.33 -0.030
H -3.27 -1.90 -6.77 0.096
H -3.10 -0.11 -6.62 0.090
H -4.09 -1.03 -5.53 0.094
H -0.80 -0.13 -6.70 0.089
H 0.23 -0.92 -5.55 0.061
H -0.42 -1.90 -6.70 0.095
H -3.04 -1.91 -3.80 0.099
C -4.78 0.60 -0.33 -0.043
N -5.67 0.44 0.83 -0.172
C -6.46 1.60 1.11 -0.079
C -5.62 -0.52 1.77 -0.291
O -4.85 -1.49 1.65 -0.029
H -3.74 0.40 -0.07 0.069
H -4.74 1.57 -0.81 0.081
H -5.13 0.01 -1.17 0.069
H -6.51 2.11 0.15 0.086
H -7.48 1.33 1.40 0.090
H -6.11 2.33 1.85 0.090
H -6.30 -0.31 2.62 0.144
C 6.88 -1.84 1.94 -0.042
N 6.44 -1.32 0.66 -0.198
C 5.07 -1.65 0.25 -0.071
C 7.20 -0.49 -0.08 -0.352
O 8.27 -0.05 0.30 -0.003
H 6.70 -2.91 1.90 0.088
H 6.26 -1.38 2.72 0.061
H 7.93 -1.58 2.10 0.086
H 5.05 -2.61 -0.26 0.086
H 4.32 -1.76 1.03 0.075
H 4.71 -0.92 -0.47 0.047
H 6.75 -0.34 -1.08 0.120
C -0.23 -0.51 -0.26 -0.003
C 1.21 -0.15 0.20 -0.418
C 1.33 -0.16 1.67 -0.038
O 2.21 -0.13 -0.54 0.041
H -0.15 -1.15 -1.13 0.063
H -0.81 0.37 -0.53 0.058
H -0.73 -1.11 0.50 0.067
H 2.35 -0.09 2.05 0.066
H 0.93 -1.10 2.06 0.079
H 0.67 0.56 2.14 0.058
C 4.84 1.95 1.13 -0.072
C 5.55 2.83 0.27 -0.295
N 6.14 3.51 -0.47 0.134
H 4.52 2.62 1.94 0.080
H 5.48 1.18 1.56 0.080
H 3.91 1.58 0.70 0.067
C -3.23 -3.64 -0.41 -0.064
C -4.07 -2.92 -1.36 -0.250
N -4.73 -2.34 -2.11 0.136
H -3.83 -3.79 0.49 0.069
H -2.42 -3.06 0.02 0.064
H -2.90 -4.65 -0.69 0.092
C -1.98 2.27 1.85 -0.069
C -1.92 1.35 2.94 -0.274
N -1.81 0.64 3.87 0.147
H -2.37 3.18 2.31 0.101
H -2.58 1.86 1.04 0.065
H -1.04 2.66 1.47 0.049
C 1.73 2.40 5.46 -0.055
C 1.41 2.87 4.11 -0.264
N 1.12 3.23 3.08 0.150
H 2.51 1.64 5.48 0.065
H 0.85 1.90 5.87 0.077
H 1.91 3.23 6.15 0.088
C -2.61 -2.67 3.55 -0.077
C -1.99 -3.92 3.00 -0.278
N -1.56 -4.90 2.56 0.117
H -2.26 -2.45 4.56 0.072
H -3.68 -2.85 3.64 0.072
H -2.39 -1.92 2.79 0.041
C 1.55 -1.47 4.84 -0.067
C 2.91 -1.05 4.53 -0.286
N 4.00 -0.71 4.32 0.152
H 1.38 -1.72 5.89 0.094
H 1.35 -2.20 4.05 0.083
H 0.87 -0.63 4.74 0.058
C 2.40 -0.10 -3.68 -0.074
C 3.81 -0.34 -3.44 -0.267
N 4.95 -0.50 -3.21 0.142
H 1.75 -0.56 -2.93 0.062
H 2.31 -0.60 -4.64 0.071
H 2.27 0.97 -3.82 0.084

***

Entry 6:
15
Properties=species:S:1:pos:R:3:lowdin_charge:R:1 method="wB97M-V/def2-TZVPD" gap_ev=9.084 smiles="[H]/N=N/C(C)=N/[H].C" e_above_lowest_kj_mol=343.5 multiplicity=1 lumo_ha=-0.00409 total_charge=0
H 2.15 0.25 -1.92 0.065
N 1.97 0.04 -0.93 0.097
N 0.82 -0.37 -0.77 -0.070
C 0.34 -0.41 0.61 -0.515
C -0.21 -1.77 0.97 -0.051
N 0.83 0.37 1.52 0.146
H 0.65 0.01 2.45 0.056
H -1.08 -1.65 1.62 0.077
H 0.55 -2.35 1.51 0.084
H -0.50 -2.34 0.08 0.070
C -1.11 1.65 -1.06 -0.049
H -1.06 2.59 -0.51 0.016
H -2.07 1.53 -1.56 0.012
H -0.32 1.67 -1.82 0.004
H -0.96 0.78 -0.18 0.058

***

Entry 7:
53
Properties=species:S:1:pos:R:3:lowdin_charge:R:1 method="wB97M-V/def2-TZVPD" gap_ev=10.078 smiles="C[C@H](Cl)[C@H](Cl)O[P@](=O)(OCCCN)OC[C@@H](C)Cl.COCCOC" multiplicity=1 lumo_ha=0.02007 total_charge=0
C 4.65 -2.81 0.77 -0.129
C 4.36 -2.18 2.13 -0.699
Cl 5.34 -3.06 3.38 0.614
C 2.91 -2.31 2.58 -0.777
Cl 2.33 -4.00 2.47 0.682
O 2.05 -1.55 1.75 -0.179
P 1.77 -0.06 2.28 0.374
O 1.49 0.03 3.69 -0.190
O 0.60 0.44 1.34 -0.160
C -0.70 0.22 1.99 -0.185
C -1.83 0.28 0.97 -0.157
C -3.12 0.66 1.70 -0.282
N -4.03 -0.50 1.79 -0.005
O 3.08 0.79 1.96 -0.165
C 3.16 1.37 0.64 -0.250
C 4.28 2.41 0.68 -0.718
C 5.50 1.95 1.45 -0.129
Cl 4.78 2.81 -0.99 0.625
H 5.42 -3.56 0.83 0.061
H 3.77 -3.30 0.34 0.057
H 4.96 -2.06 0.06 0.075
H 4.71 -1.16 2.18 0.082
H 2.85 -2.05 3.63 0.089
H -0.82 1.00 2.73 0.115
H -0.74 -0.75 2.48 0.130
H -1.99 -0.75 0.64 0.106
H -1.63 0.93 0.13 0.109
H -2.91 0.95 2.73 0.102
H -3.59 1.54 1.25 0.104
H -4.89 -0.19 2.22 0.064
H -4.22 -0.80 0.84 0.059
H 3.40 0.64 -0.13 0.118
H 2.24 1.88 0.36 0.117
H 3.87 3.30 1.15 0.107
H 5.26 1.66 2.47 0.081
H 5.98 1.12 0.95 0.077
H 6.20 2.78 1.52 0.077
C -5.30 -0.79 -4.65 -0.110
O -4.57 0.40 -4.93 -0.189
C -4.77 1.42 -3.96 -0.206
C -3.62 1.51 -2.99 -0.203
O -3.52 0.35 -2.18 -0.208
C -2.51 -0.55 -2.60 -0.111
H -4.92 -1.57 -5.31 0.089
H -5.17 -1.10 -3.61 0.082
H -6.36 -0.63 -4.86 0.089
H -5.71 1.26 -3.42 0.126
H -4.85 2.36 -4.51 0.126
H -3.78 2.36 -2.33 0.125
H -2.68 1.68 -3.53 0.128
H -1.52 -0.14 -2.35 0.086
H -2.56 -0.74 -3.68 0.086
H -2.65 -1.49 -2.07 0.089

***

Entry 8:
14
Properties=species:S:1:pos:R:3:lowdin_charge:R:1 method="wB97M-V/def2-TZVPD" gap_ev=5.428 e_above_lowest_kj_mol=452.4 multiplicity=1 lumo_ha=-0.01767 total_charge=0
C -2.37 -1.74 -0.09 -0.737
S -0.92 -0.81 -0.06 0.385
H -3.15 -1.30 -0.77 0.027
H -2.31 -2.66 -0.54 -0.043
H -2.95 -1.82 0.81 -0.002
C 0.89 1.13 0.37 -0.452
C 0.39 1.50 -0.73 -0.133
N 2.09 0.36 0.54 0.144
H 0.43 1.40 1.42 0.151
H -0.46 2.18 -0.88 0.081
H 0.85 1.13 -1.71 0.093
H 2.75 0.32 -0.36 0.234
H 2.85 0.83 1.02 0.144
H 1.90 -0.51 0.96 0.108

***

Please write out number 8 again, unchanged.
14
Properties=species:S:1:pos:R:3:lowdin_charge:R:1 method="wB97M-V/def2-TZVPD" gap_ev=5.428 e_above_lowest_kj_mol=452.4 multiplicity=1 lumo_ha=-0.01767 total_charge=0
C -2.37 -1.74 -0.09 -0.737
S -0.92 -0.81 -0.06 0.385
H -3.15 -1.30 -0.77 0.027
H -2.31 -2.66 -0.54 -0.043
H -2.95 -1.82 0.81 -0.002
C 0.89 1.13 0.37 -0.452
C 0.39 1.50 -0.73 -0.133
N 2.09 0.36 0.54 0.144
H 0.43 1.40 1.42 0.151
H -0.46 2.18 -0.88 0.081
H 0.85 1.13 -1.71 0.093
H 2.75 0.32 -0.36 0.234
H 2.85 0.83 1.02 0.144
H 1.90 -0.51 0.96 0.108

***

Q: Among the records above, which one has the highest multiplicity?
A: C4H9NO

***

Q: The highest multiplicity belongs to which entry?
A: C4H9NO